1.
93
Properties=species:S:1:pos:R:3:mulliken_charge:R:1 method="wB97M-V/def2-TZVPD" e_lumo_ev=-0.367 homo_energy_ev=-4.139 gap_ev=3.77 total_charge=-1
O 3.37374 -3.23676 0.25498 -0.334
N 4.51600 -3.06048 0.48852 0.223
O 5.30340 -3.21611 -0.63179 -0.275
C 6.16183 -2.03884 -0.78607 -0.356
Ga 5.12224 -0.55237 -1.77146 -0.241
Cl 3.75685 0.37434 -0.19671 -0.490
C 4.16401 -1.36055 -3.36521 -0.875
C 2.64013 -1.27924 -3.36830 -0.498
C 2.10804 0.12669 -3.10912 -0.820
I 0.28496 0.47453 -4.23762 -0.098
P 6.78022 0.90828 -2.61141 0.249
O 6.04297 2.11745 -3.49166 -0.437
O 7.42284 1.78489 -1.30934 -0.529
H 7.00316 -2.34921 -1.38759 0.334
H 6.47931 -1.69599 0.19483 0.260
H 4.59203 -0.95644 -4.27719 0.466
H 4.42627 -2.41491 -3.36247 0.412
H 2.29448 -1.57645 -4.35617 0.419
H 2.21191 -2.00888 -2.69367 0.231
H 1.78098 0.18270 -2.08739 0.381
H 2.82125 0.89876 -3.34218 0.412
H 5.47513 2.66805 -2.92720 0.289
H 7.28572 1.23204 -0.52460 0.297
C 4.24307 -1.48044 6.45642 -1.119
C 5.17900 -1.28121 5.52183 0.315
C 4.88714 -1.43627 4.05711 1.065
O 5.79325 -1.21543 3.27967 -0.610
C 3.54522 -1.84164 3.66356 -0.699
C 2.60628 -2.04606 4.59710 0.408
C 2.89619 -1.86388 6.06102 0.946
O 1.99822 -2.03978 6.86801 -0.702
O 1.36795 -2.41570 4.27501 -0.549
O 6.42609 -0.93093 5.80976 -0.607
H 4.44324 -1.36670 7.51240 0.439
H 3.34721 -1.96589 2.60671 0.533
H 0.86134 -2.50257 5.10552 0.258
H 6.87909 -0.85202 4.94557 0.367
C -4.78323 2.56960 -1.56725 -1.035
C -3.57947 2.46467 -2.14882 0.256
C -3.36919 2.80818 -3.59536 1.025
O -2.24585 2.70963 -4.03962 -0.471
C -4.51895 3.23566 -4.38329 -1.130
C -5.71741 3.33401 -3.79896 0.513
C -5.92415 3.01920 -2.34599 0.938
O -7.04597 3.15228 -1.88800 -0.644
O -6.81326 3.71761 -4.45155 -0.591
O -2.50144 2.05448 -1.50219 -0.552
H -4.94777 2.32789 -0.52699 0.494
H -4.35583 3.46303 -5.42863 0.558
H -7.53125 3.70266 -3.78947 0.352
H -1.76549 2.05515 -2.15081 0.271
C -0.52360 3.06292 -7.57084 -0.783
C 0.69255 2.94636 -8.12243 0.273
C 0.94120 3.27532 -9.56653 0.862
O 2.07097 3.16532 -10.00069 -0.631
C -0.19038 3.71064 -10.37747 -0.987
C -1.40138 3.82458 -9.82163 0.250
C -1.64412 3.51836 -8.37188 1.115
O -2.77560 3.66492 -7.94284 -0.630
O -2.47604 4.21504 -10.50163 -0.597
O 1.74699 2.54050 -7.43337 -0.473
H -0.71010 2.83019 -6.52989 0.459
H -0.00648 3.93103 -11.41932 0.421
H -3.20993 4.21051 -9.85612 0.363
H 2.50066 2.54250 -8.05388 0.348
C -2.25948 0.15302 4.81093 -1.030
C -2.73585 1.39924 4.70644 0.267
C -2.11586 2.55026 5.44628 1.010
O -2.59525 3.65741 5.28855 -0.633
C -0.98006 2.28096 6.31635 -0.922
C -0.50649 1.03323 6.42369 0.309
C -1.11519 -0.10810 5.66425 1.195
O -0.61016 -1.20489 5.81268 -0.588
O 0.52304 0.71380 7.19849 -0.618
O -3.77988 1.71321 3.94904 -0.586
H -2.69524 -0.68440 4.28481 0.447
H -0.55091 3.11331 6.85525 0.436
H 0.66909 -0.25112 7.09527 0.313
H -3.90316 2.67677 4.05267 0.355
C -3.31416 -4.03314 4.93394 -0.913
C -3.31400 -5.34589 5.19644 0.317
C -4.55806 -6.17935 5.08381 0.910
O -4.47575 -7.36896 5.32267 -0.629
C -5.79814 -5.52002 4.69990 -0.968
C -5.79898 -4.20756 4.44019 0.262
C -4.54975 -3.38070 4.52928 1.100
O -4.62910 -2.19631 4.26249 -0.601
O -6.89222 -3.54218 4.08636 -0.585
O -2.22544 -6.00472 5.57160 -0.572
H -2.42289 -3.42404 5.01096 0.555
H -6.69093 -6.12539 4.63666 0.417
H -6.61050 -2.61545 3.95489 0.356
H -2.50093 -6.93421 5.69068 0.357

***

2.
7
Properties=species:S:1:pos:R:3:nbo_charge:R:1 method="wB97M-V/def2-TZVPD" e_lumo_ev="-1.732 / -3.799" homo_energy_ev="-10.572 / -9.062" gap_ev="8.84 / 5.26"
C 0.84578 0.40169 0.27638 0.469
N -2.42695 -0.93431 -0.66943 0.454
O -0.02200 -0.34242 -0.20208 -0.515
O -2.12094 -1.68255 -1.41232 -0.037
F 0.45366 1.77179 0.06756 -0.404
Cl 1.36603 0.22137 2.11905 -0.186
H 1.90442 0.56442 -0.17916 0.218

***

3.
71
Properties=species:S:1:pos:R:3:mulliken_charge:R:1 method="wB97M-V/def2-TZVPD" e_lumo_ev=2.292 homo_energy_ev=-7.386 gap_ev=9.68 total_charge=-1
B -1.42490 -0.14296 -0.12869 0.672
H -0.32195 0.11702 0.03396 -0.741
H -1.66204 -0.51926 -1.18406 -0.235
H -1.74647 -1.04013 0.51148 -0.682
H -2.07331 0.79103 0.02870 -0.075
C -3.92882 -3.95950 1.54340 -0.463
C -2.63020 -3.92068 0.73087 0.997
O -2.71026 -5.16101 0.04758 -0.375
C -3.96933 -5.63044 0.04677 0.608
O -4.40448 -6.54819 -0.58469 -0.554
O -4.76828 -4.87542 0.80243 -0.389
F -1.62062 -3.88307 1.63751 -0.304
H -4.50408 -3.03522 1.61494 0.217
H -3.97105 -4.34725 2.56185 0.343
H -2.46341 -3.09278 0.04393 -0.127
C -3.85857 -0.25102 -2.72360 0.014
C -4.38979 -0.88510 -1.47631 0.940
O -4.18481 -2.24510 -1.68041 -0.185
C -4.11522 -2.49606 -3.01486 0.575
O -4.11119 -3.56486 -3.52705 -0.537
O -4.12799 -1.29969 -3.65962 -0.457
F -5.70047 -0.59109 -1.22702 -0.372
H -2.77319 -0.17017 -2.68066 -0.222
H -4.20000 0.74369 -2.99839 0.469
H -3.76462 -0.42092 -0.70628 -0.140
C 0.10832 1.67138 -3.08985 -0.013
C -0.68582 2.37484 -2.05779 1.655
O -1.88750 2.76036 -2.69641 -0.362
C -1.92982 2.11701 -3.91138 0.554
O -2.88963 2.10067 -4.62621 -0.552
O -0.80283 1.41741 -4.13693 -0.383
F 0.00514 3.55786 -1.86050 -0.377
H 0.38004 0.67938 -2.71852 0.141
H 0.97146 2.26072 -3.39161 0.186
H -0.87150 1.94888 -1.07370 -0.590
C -0.58057 0.29029 2.92390 0.351
C -1.57875 -0.75289 3.40244 0.690
O -1.78284 -0.40689 4.78720 -0.390
C -1.02983 0.64968 5.12324 0.523
O -0.75332 0.90966 6.26073 -0.566
O -0.41023 1.16000 4.02824 -0.418
F -0.88483 -1.92322 3.37432 -0.309
H -0.95434 1.00590 2.19281 0.026
H 0.39443 -0.11019 2.65471 -0.163
H -2.42324 -0.86175 2.72358 0.193
C 5.89236 1.62349 -2.59839 -1.308
C 4.46286 1.32676 -2.18213 -0.150
O 3.99408 2.00707 -1.00380 -0.205
P 4.47497 1.58237 0.48258 0.771
O 5.88895 1.67341 0.86753 -0.790
O 3.46427 2.39765 1.40625 -0.093
C 3.85254 3.54877 2.14327 -0.251
C 3.48830 3.28869 3.58976 -1.213
O 3.90255 0.10857 0.67808 -0.379
C 2.52874 -0.09421 0.21044 0.556
C 2.38617 -1.57301 0.27030 -1.469
H 6.11448 1.26490 -3.60317 0.420
H 6.12234 2.68361 -2.49563 0.287
H 6.58068 1.07608 -1.95254 0.300
H 3.74710 1.50918 -2.98199 0.296
H 4.39112 0.26693 -1.92163 0.301
H 4.93921 3.65056 2.12445 0.338
H 3.38904 4.48123 1.82398 0.282
H 4.02903 2.53041 4.15666 0.325
H 3.58488 4.16504 4.24046 0.419
H 2.42748 3.08037 3.75555 0.241
H 1.86393 0.38693 0.92675 -0.008
H 2.37655 0.31458 -0.78507 0.081
H 2.50417 -1.86935 1.31350 0.338
H 1.40420 -1.78877 -0.15230 0.293
H 3.22068 -2.06215 -0.23301 0.441

***

4.
14
Properties=species:S:1:pos:R:3:nbo_charge:R:1 method="wB97M-V/def2-TZVPD" e_lumo_ev=1.071 homo_energy_ev=-7.803 smiles="CC1=C2C[C@]12C" gap_ev=8.87
C 0.75339 1.95435 0.73159 -0.642
C 0.73600 0.45233 0.30274 -0.036
C 1.15586 -0.81318 0.75880 -0.104
C 0.99403 -1.64531 -0.43117 -0.447
C -0.18465 -0.34937 -0.47401 0.089
C -1.65230 -0.52499 -0.43131 -0.674
H 1.44153 2.44080 0.09478 0.231
H 0.90192 2.21235 1.79281 0.241
H -0.27859 2.18035 0.39373 0.215
H 1.56791 -1.40944 -1.36139 0.238
H 0.59683 -2.60001 -0.23987 0.205
H -2.13837 0.32238 -0.06298 0.221
H -1.81112 -1.32906 0.25893 0.232
H -2.08243 -0.89119 -1.33263 0.231

***

5.
16
Properties=species:S:1:pos:R:3:nbo_charge:R:1 method="wB97M-V/def2-TZVPD" e_lumo_ev=0.926 homo_energy_ev=-9.509 smiles="C=NC[C@H](C)C=O" gap_ev=10.43
C -2.67188 -0.20117 -0.94431 -0.039
N -1.68866 0.20593 -0.26499 -0.400
C -0.37868 -0.37995 -0.52976 -0.257
C 0.70267 0.47856 0.12029 -0.338
C 2.07192 -0.20963 0.09786 -0.601
C 0.32572 0.75817 1.56305 0.467
O 0.62145 1.76627 2.15610 -0.521
H -3.66198 0.21094 -0.74408 0.177
H -2.59622 -0.96388 -1.73206 0.141
H -0.18622 -0.49806 -1.60675 0.197
H -0.35204 -1.38684 -0.08756 0.198
H 0.76817 1.44909 -0.38441 0.224
H 2.04532 -1.15504 0.65487 0.205
H 2.83238 0.43123 0.55350 0.228
H 2.38095 -0.43555 -0.92844 0.216
H -0.21289 -0.07007 2.07669 0.103

***

6.
6
Properties=species:S:1:pos:R:3:nbo_charge:R:1 method="wB97M-V/def2-TZVPD" e_lumo_ev="-1.467 / -1.948" homo_energy_ev="-8.111 / -7.604" gap_ev="6.64 / 5.66"
N 0.95285 -0.09902 -0.23131 -0.107
N 1.31118 0.54224 -1.04189 0.208
N -1.93995 -0.37694 -1.80317 -0.673
Cl -1.34357 -1.85213 -2.40280 0.055
Cl -1.79198 -0.22733 -0.08029 0.197
H -0.12004 -0.50805 -0.14696 0.320

***

7.
54
Properties=species:S:1:pos:R:3:nbo_charge:R:1 method="wB97M-V/def2-TZVPD" e_lumo_ev=0.394 homo_energy_ev=-8.677 smiles="Cc1ccc(NC(=O)c2cc(S(=O)(=O)NCCC3=CCCCC3)ccc2F)cc1F" gap_ev=9.07
C -5.91757 -1.55831 -0.45300 -0.624
C -4.43053 -1.69618 -0.36791 -0.123
C -3.73155 -2.70765 -1.01282 -0.175
C -2.35618 -2.82467 -0.92118 -0.266
C -1.63270 -1.91040 -0.16377 0.234
N -0.24121 -1.95542 -0.02926 -0.622
C 0.62330 -2.92401 -0.44558 0.675
O 0.32812 -3.92524 -1.04976 -0.569
C 2.04226 -2.58607 -0.05916 -0.223
C 2.65887 -1.43171 -0.52907 -0.178
C 3.95464 -1.13866 -0.15526 -0.333
S 4.66585 0.41944 -0.68043 2.324
O 4.14147 0.74678 -1.97337 -0.931
O 6.08083 0.38524 -0.46903 -0.935
N 4.02479 1.43741 0.47400 -0.885
C 2.79538 2.13985 0.17510 -0.230
C 1.62091 1.57770 0.99470 -0.426
C 0.30734 2.08953 0.45889 0.007
C -0.25896 1.56315 -0.61952 -0.194
C -1.54039 2.04438 -1.22449 -0.442
C -2.30329 2.96215 -0.27413 -0.396
C -1.34291 3.97375 0.33982 -0.391
C -0.30402 3.25063 1.19244 -0.439
C 4.67658 -1.98064 0.66784 -0.161
C 4.08999 -3.14666 1.12843 -0.292
C 2.78308 -3.43131 0.76364 0.507
F 2.20953 -4.53746 1.25474 -0.312
C -2.30632 -0.88652 0.49831 -0.361
C -3.67710 -0.80111 0.38343 0.469
F -4.30796 0.20498 1.03286 -0.338
H -6.36949 -1.76516 0.51700 0.224
H -6.18899 -0.54059 -0.72957 0.225
H -6.32735 -2.24885 -1.18449 0.218
H -4.27967 -3.42408 -1.60572 0.216
H -1.84207 -3.62220 -1.42967 0.255
H 0.14762 -1.18104 0.49276 0.408
H 2.14987 -0.76645 -1.20910 0.245
H 4.73463 1.94435 0.97215 0.419
H 2.90483 3.21037 0.36136 0.204
H 2.59327 1.99886 -0.89035 0.228
H 1.74131 1.86125 2.04156 0.210
H 1.66939 0.48797 0.93534 0.200
H 0.22024 0.74402 -1.14070 0.193
H -2.15777 1.18609 -1.50287 0.220
H -1.30439 2.58085 -2.14996 0.211
H -2.76271 2.37191 0.52019 0.201
H -3.10203 3.47391 -0.81302 0.211
H -1.88800 4.69442 0.95168 0.209
H -0.83789 4.52050 -0.45910 0.197
H 0.48491 3.94478 1.49244 0.208
H -0.77439 2.88230 2.11092 0.211
H 5.68869 -1.71393 0.92528 0.249
H 4.62120 -3.83430 1.76715 0.239
H -1.77345 -0.15795 1.09023 0.228

***

8.
50
Properties=species:S:1:pos:R:3:nbo_charge:R:1 method="wB97M-V/def2-TZVPD" e_lumo_ev=0.544 homo_energy_ev=-8.278 smiles="CN(C)CCNC(=O)C(=O)NC[C@H]1OCCCN1S(=O)(=O)c1cccs1" gap_ev=8.82
C 6.88807 1.97706 1.16119 -0.413
N 6.81968 0.77892 0.35390 -0.436
C 7.12164 1.04737 -1.03573 -0.414
C 5.62485 -0.00552 0.55685 -0.211
C 4.29224 0.65082 0.12648 -0.257
N 3.18860 -0.24313 0.35103 -0.579
C 2.49257 -0.83600 -0.62270 0.585
O 2.66262 -0.69871 -1.82120 -0.625
C 1.38570 -1.72936 -0.06513 0.601
O 1.31275 -2.01429 1.11912 -0.642
N 0.56672 -2.17812 -1.03097 -0.588
C -0.71786 -2.73899 -0.72253 -0.263
C -1.75769 -1.59293 -0.59499 0.236
O -3.05871 -2.03798 -0.31636 -0.527
C -3.25827 -2.45870 1.02450 -0.071
C -2.91765 -1.34054 2.00980 -0.448
C -1.47869 -0.89390 1.74840 -0.244
N -1.27800 -0.61456 0.34238 -0.717
S -1.23668 0.96582 -0.14254 2.365
O -0.46234 1.69302 0.81457 -0.930
O -0.84812 0.96703 -1.51846 -0.933
C -2.91446 1.52290 -0.02939 -0.577
C -3.48325 2.24678 0.97398 -0.211
C -4.86715 2.43567 0.77416 -0.268
C -5.30859 1.84325 -0.36874 -0.392
S -4.04776 1.04886 -1.22680 0.515
H 6.65871 1.72805 2.19588 0.198
H 7.90562 2.36561 1.11713 0.200
H 6.20457 2.77126 0.82662 0.162
H 6.46008 1.79910 -1.48918 0.164
H 8.14709 1.41147 -1.10233 0.199
H 7.04389 0.12360 -1.60530 0.203
H 5.56699 -0.25228 1.62181 0.188
H 5.74128 -0.93952 -0.00029 0.200
H 4.12638 1.57569 0.68590 0.197
H 4.30593 0.86871 -0.94350 0.228
H 2.92681 -0.48563 1.29803 0.422
H 0.71686 -1.75566 -1.94090 0.431
H -0.61767 -3.27176 0.22519 0.223
H -1.03628 -3.42795 -1.50628 0.220
H -1.82006 -1.08656 -1.56611 0.220
H -2.65354 -3.34815 1.24209 0.164
H -4.31495 -2.72838 1.07660 0.200
H -3.60205 -0.50391 1.85484 0.211
H -3.02247 -1.69770 3.03333 0.221
H -1.23116 0.02562 2.27876 0.239
H -0.76630 -1.66876 2.05133 0.233
H -2.91791 2.62842 1.80384 0.245
H -5.49826 2.98539 1.44841 0.232
H -6.30666 1.82998 -0.75926 0.242